Record 1
The following is a quantum chemistry calculation of a cluster of 10 separate species, C36H76N4O10 in total, from OMol25.

Each line ends with the Mulliken charge.
Cartesian coordinates (Å):
C: 4.04 2.04 3.86  -0.581
N: 3.96 1.25 5.08  -0.131
C: 3.03 0.30 5.35  0.379
C: 1.70 0.41 4.67  0.011
O: 3.28 -0.61 6.14  -0.674
H: 3.08 2.31 3.42  -0.085
H: 4.63 1.52 3.10  0.309
H: 4.65 2.91 4.09  0.417
H: 4.81 1.27 5.61  0.250
H: 1.84 0.37 3.58  -0.507
H: 1.13 1.31 4.90  0.422
H: 1.01 -0.44 4.73  0.215
C: 1.64 -4.65 0.28  -0.944
N: 2.28 -3.70 1.14  -0.175
C: 2.82 -2.52 0.70  0.638
C: 3.30 -1.63 1.81  -0.353
O: 2.99 -2.38 -0.50  -0.673
H: 1.87 -5.71 0.41  0.392
H: 1.74 -4.38 -0.77  0.230
H: 0.55 -4.69 0.44  0.278
H: 2.23 -3.87 2.13  0.232
H: 2.71 -0.72 1.84  -0.358
H: 4.36 -1.44 1.65  0.302
H: 3.21 -2.09 2.80  0.495
C: 0.40 4.52 -1.19  -0.976
N: 1.64 4.53 -1.95  0.036
C: 1.83 5.23 -3.10  0.685
C: 3.18 5.14 -3.74  -1.107
O: 0.92 5.79 -3.69  -0.655
H: 0.73 4.42 -0.16  0.122
H: -0.31 3.74 -1.46  0.331
H: -0.21 5.40 -1.41  0.455
H: 2.51 4.13 -1.63  0.115
H: 3.23 4.21 -4.32  0.259
H: 4.09 5.22 -3.14  0.318
H: 3.24 5.92 -4.49  0.368
C: 0.29 3.56 2.45  -0.205
N: -0.44 4.80 2.26  -0.036
C: -1.49 4.91 1.43  0.660
C: -2.13 6.27 1.28  -1.318
O: -1.89 3.97 0.77  -0.570
H: 1.12 3.62 3.15  0.306
H: 0.81 3.39 1.50  -0.068
H: -0.27 2.65 2.59  -0.060
H: -0.10 5.58 2.80  0.227
H: -1.41 7.02 1.63  0.379
H: -2.98 6.33 1.96  0.349
H: -2.42 6.50 0.26  0.313
C: -0.75 0.28 -1.00  -0.207
C: -1.00 -0.80 0.05  0.186
C: -0.49 -0.13 1.33  -0.045
O: 0.46 0.84 0.86  0.019
C: 0.62 0.75 -0.53  0.099
H: -1.45 1.11 -0.89  0.204
H: -0.91 -0.14 -1.99  0.045
H: -0.43 -1.69 -0.25  -0.250
H: -2.06 -1.08 0.07  0.152
H: -0.11 -0.90 2.00  -0.290
H: -1.28 0.49 1.75  0.307
H: 1.42 0.01 -0.73  -0.222
H: 1.10 1.61 -1.01  0.022
C: 0.74 -3.43 -6.10  -0.604
C: 1.39 -2.58 -4.99  -0.540
C: 0.12 -2.04 -4.22  0.269
O: -0.99 -2.45 -4.96  -0.392
C: -0.69 -3.69 -5.63  -0.317
H: 1.26 -4.35 -6.38  0.367
H: 0.58 -2.91 -7.05  0.226
H: 2.05 -1.82 -5.40  0.373
H: 1.94 -3.24 -4.32  0.232
H: 0.35 -0.97 -4.24  0.177
H: 0.02 -2.28 -3.16  -0.218
H: -1.35 -3.94 -6.45  0.330
H: -0.88 -4.41 -4.82  0.120
C: -2.87 -2.65 4.15  -0.354
C: -3.82 -2.48 5.31  -0.676
C: -2.97 -1.81 6.42  -0.463
O: -1.68 -1.65 5.82  -0.453
C: -1.79 -1.62 4.41  0.018
H: -3.37 -2.55 3.19  0.160
H: -2.42 -3.64 4.26  0.340
H: -4.30 -3.40 5.65  0.333
H: -4.65 -1.82 5.01  0.282
H: -2.84 -2.41 7.32  0.291
H: -3.33 -0.81 6.66  0.254
H: -0.84 -1.90 3.96  0.135
H: -2.16 -0.67 3.99  0.124
C: -6.10 -0.87 -2.28  -0.254
C: -5.19 0.20 -1.68  -0.534
C: -4.26 0.53 -2.87  0.164
O: -5.04 0.25 -4.02  -0.473
C: -6.33 -0.14 -3.61  -0.600
H: -7.05 -0.93 -1.75  0.390
H: -5.64 -1.83 -2.49  0.004
H: -4.71 -0.10 -0.74  0.200
H: -5.83 1.01 -1.32  0.395
H: -3.29 0.02 -2.91  -0.175
H: -3.92 1.57 -2.77  0.273
H: -6.84 -0.77 -4.34  0.341
H: -7.01 0.72 -3.55  0.284
C: 6.45 2.45 -0.81  -0.635
C: 6.09 1.11 -0.21  -0.699
C: 4.54 1.08 -0.28  0.339
O: 4.12 2.34 -0.80  -0.279
C: 5.21 3.28 -0.55  -0.245
H: 6.71 2.35 -1.86  0.285
H: 7.23 2.89 -0.19  0.321
H: 6.43 1.18 0.83  0.230
H: 6.50 0.20 -0.64  0.389
H: 4.23 1.05 0.77  -0.591
H: 4.13 0.19 -0.77  0.505
H: 5.11 3.52 0.51  0.207
H: 5.02 4.13 -1.20  0.135
C: -3.02 -3.25 -2.02  0.714
C: -4.11 -3.62 -1.04  -0.567
C: -3.50 -4.83 -0.26  -0.634
O: -2.11 -4.72 -0.50  -0.418
C: -1.87 -4.19 -1.82  -0.140
H: -2.69 -2.21 -1.96  -0.843
H: -3.38 -3.30 -3.06  0.575
H: -5.10 -3.84 -1.44  0.439
H: -4.27 -2.80 -0.33  0.119
H: -3.85 -5.77 -0.69  0.312
H: -3.73 -4.60 0.78  0.334
H: -1.89 -5.04 -2.53  0.324
H: -0.85 -3.84 -1.88  -0.237

Summary:
* relative energy (zero: lowest compared OMol25 entry of this formula, charge and spin): 50.41 kcal per mole
* E_HOMO: -9.196 eV
* strongest force on any atom: 2.5 eV/Å
* SMILES string: CNC(C)=O.CNC(C)=O.CNC(C)=O.CNC(C)=O.C1CCOC1.C1CCOC1.C1CCOC1.C1CCOC1.C1CCOC1.C1CCOC1
* LUMO energy: 0.375 eV
* HOMO-LUMO gap: 0.352 Ha
* DFT total energy: -64996.7846 eV

Record 2
The following is a quantum chemistry calculation of the ion CH4FN2O with charge +1, from OMol25.

Each line ends with the natural charge from an NBO analysis.
Cartesian coordinates (Å):
N: -0.41 0.09 1.32  -0.779
C: 0.16 -0.81 0.53  0.868
F: 0.26 -2.11 0.78  -0.241
N: 0.46 -0.67 -0.76  -0.241
O: 0.44 0.58 -1.25  -0.509
H: -0.21 1.14 1.19  0.481
H: -0.85 -0.25 2.22  0.475
H: 1.05 -1.40 -1.13  0.437
H: -0.44 0.94 -1.44  0.510

Summary:
* relative energy (zero: lowest compared OMol25 entry of this formula, charge and spin): 7.59 kcal per mole
* charge: +1
* E_HOMO: -16.287 eV
* strongest force on any atom: 3.1 eV/Å
* SMILES string: [NH2+]=C(F)NO
* LUMO energy: -4.394 eV
* HOMO-LUMO gap: 0.437 Ha
* DFT total energy: -8837.9575 eV

Record 3
The following is a quantum chemistry calculation of the molecule C24H23N3O3, from OMol25.

Each line ends with the natural charge from an NBO analysis.
Cartesian coordinates (Å):
C: -2.66 2.44 1.97  -0.695
C: -1.72 1.99 0.89  0.244
N: -1.38 2.68 -0.13  -0.245
N: -1.83 3.93 -0.34  -0.429
C: -1.58 4.72 -1.42  0.672
O: -2.21 5.77 -1.48  -0.655
C: -0.62 4.31 -2.46  -0.283
C: 0.33 3.30 -2.27  -0.147
C: 1.18 2.94 -3.29  -0.264
C: 1.10 3.57 -4.52  -0.149
C: 0.19 4.59 -4.74  -0.109
C: 0.10 5.30 -6.05  -0.623
C: -0.66 4.98 -3.70  0.443
O: -1.51 5.99 -3.95  -0.686
C: -1.11 0.66 0.97  -0.105
C: -0.96 -0.01 2.19  -0.190
C: -0.37 -1.25 2.24  -0.236
C: 0.08 -1.87 1.07  0.150
N: 0.67 -3.13 1.20  -0.609
C: 1.18 -3.94 0.23  0.694
O: 1.22 -3.68 -0.95  -0.604
C: 1.74 -5.27 0.76  -0.519
C: 1.60 -5.48 2.23  -0.057
C: 0.45 -6.08 2.76  -0.226
C: 0.31 -6.25 4.12  -0.150
C: 1.31 -5.83 4.99  -0.233
C: 2.45 -5.23 4.48  -0.204
C: 2.59 -5.06 3.11  -0.209
C: -0.06 -1.22 -0.15  -0.191
C: -0.65 0.03 -0.19  -0.176
H: -2.14 3.08 2.69  0.235
H: -3.08 1.59 2.49  0.236
H: -3.49 3.01 1.54  0.222
H: -2.51 4.35 0.30  0.380
H: 0.40 2.81 -1.31  0.242
H: 1.92 2.16 -3.13  0.214
H: 1.77 3.28 -5.32  0.208
H: -0.91 5.20 -6.46  0.224
H: 0.82 4.91 -6.77  0.210
H: 0.28 6.37 -5.91  0.225
H: -1.98 6.20 -3.11  0.515
H: -1.28 0.46 3.11  0.212
H: -0.25 -1.75 3.19  0.208
H: 0.70 -3.49 2.14  0.416
H: 2.79 -5.29 0.46  0.244
H: 1.23 -6.06 0.20  0.245
H: -0.32 -6.41 2.09  0.215
H: -0.58 -6.72 4.51  0.208
H: 1.20 -5.96 6.05  0.217
H: 3.23 -4.90 5.15  0.218
H: 3.49 -4.60 2.72  0.216
H: 0.28 -1.69 -1.05  0.250
H: -0.77 0.54 -1.13  0.233

Summary:
* relative energy (zero: lowest compared OMol25 entry of this formula, charge and spin): 14.40 kcal per mole
* E_HOMO: -8.103 eV
* strongest force on any atom: 1.4 eV/Å
* SMILES string: C/C(=N\NC(=O)c1cccc(C)c1O)c1ccc(NC(=O)Cc2ccccc2)cc1
* LUMO energy: 0.272 eV
* HOMO-LUMO gap: 0.308 Ha
* DFT total energy: -35875.0827 eV

Record 4
The following is a quantum chemistry calculation of a cluster of 4 separate species, C6H17NO3 in total, from OMol25.

Each line ends with the natural charge from an NBO analysis.
Cartesian coordinates (Å):
C: 3.24 -0.73 1.00  -0.437
C: 1.93 -0.94 0.93  -0.207
C: 0.91 0.08 1.04  -0.357
C: -0.43 -0.09 0.95  0.255
C: -1.12 -1.41 1.04  -0.681
N: -1.24 1.01 0.66  -0.596
C: -2.46 1.13 1.45  -0.419
H: 4.02 -1.46 0.89  0.207
H: 3.48 0.32 1.20  0.190
H: 1.52 -1.89 0.60  0.192
H: 1.23 1.11 1.07  0.192
H: -0.50 -2.24 0.78  0.225
H: -1.47 -1.59 2.06  0.220
H: -1.99 -1.41 0.38  0.251
H: -0.70 1.85 0.75  0.376
H: -3.14 0.28 1.34  0.206
H: -2.98 2.03 1.14  0.203
H: -2.25 1.27 2.51  0.176
O: 2.02 -1.29 -2.52  -0.942
H: 2.18 -0.95 -1.63  0.477
H: 2.44 -2.16 -2.48  0.464
O: -2.77 -0.95 -1.72  -0.944
H: -3.41 -1.53 -2.15  0.471
H: -3.01 -0.04 -1.97  0.477
O: 0.67 2.98 -1.25  -0.948
H: 0.63 2.01 -1.32  0.477
H: 1.02 3.25 -2.12  0.472

Summary:
* relative energy (zero: lowest compared OMol25 entry of this formula, charge and spin): 57.61 kcal per mole
* E_HOMO: -7.588 eV
* strongest force on any atom: 1.2 eV/Å
* SMILES string: C=C/C=C(\C)NC.O.O.O
* LUMO energy: 0.653 eV
* HOMO-LUMO gap: 0.303 Ha
* DFT total energy: -14129.1023 eV

Record 5
The following is a quantum chemistry calculation of a cluster of 9 separate species, C5H27NO10 in total, from OMol25.

Each line ends with the natural charge from an NBO analysis.
Cartesian coordinates (Å):
N: 0.60 -1.24 -1.81  -0.896
C: 1.45 -0.14 -1.22  -0.235
C: 1.35 1.04 -2.20  -0.426
C: -0.07 1.51 -2.44  -0.380
C: -0.61 2.41 -1.19  -0.549
C: -1.55 1.58 -0.40  0.808
O: -1.33 1.10 0.75  -0.677
O: -2.73 1.42 -0.95  -0.716
H: 1.08 -1.44 -2.68  0.356
H: 0.53 -2.12 -1.28  0.377
H: 2.47 -0.63 -1.14  0.185
H: 1.02 0.20 -0.24  0.220
H: 1.77 0.80 -3.28  0.195
H: 1.90 1.81 -1.78  0.233
H: -0.12 2.42 -3.27  0.223
H: -0.89 0.79 -2.61  0.222
H: -1.08 3.35 -1.46  0.240
H: 0.21 2.76 -0.42  0.260
H: -2.94 0.44 -0.82  0.522
O: -2.66 -1.26 -1.45  -0.940
H: -2.73 -1.17 -2.28  0.460
H: -1.70 -1.32 -1.24  0.509
O: 1.81 3.61 0.70  -0.993
H: 2.67 3.22 1.16  0.504
H: 1.06 3.34 1.17  0.460
O: -2.56 -0.97 1.55  -1.004
H: -1.68 -0.58 1.85  0.506
H: -2.99 -0.05 1.45  0.494
O: -2.78 -3.41 0.35  -0.963
H: -3.06 -2.78 0.99  0.491
H: -3.07 -2.96 -0.36  0.471
O: 3.68 1.95 1.23  -0.934
H: 3.64 1.05 0.79  0.487
H: 3.48 1.70 2.08  0.488
O: 0.47 -3.42 0.66  -0.959
H: -0.45 -3.21 0.35  0.494
H: 0.27 -4.36 0.73  0.484
O: 2.02 0.48 3.37  -0.978
H: 1.55 -0.32 3.19  0.504
H: 2.23 0.50 4.28  0.470
O: 0.16 -1.79 2.78  -0.957
H: -0.67 -1.92 2.98  0.458
H: 0.28 -2.41 2.10  0.487

Summary:
* relative energy (zero: lowest compared OMol25 entry of this formula, charge and spin): 114.53 kcal per mole
* E_HOMO: -9.903 eV
* strongest force on any atom: 10.0 eV/Å
* SMILES string: NCCCCC(=O)O.O.O.O.O.O.O.O.O
* LUMO energy: 0.328 eV
* HOMO-LUMO gap: 0.376 Ha
* DFT total energy: -27586.5165 eV

Record 6
The following is a quantum chemistry calculation of the ion C4H13NP with charge +1, from OMol25.

Each line ends with the Löwdin spin population.
Cartesian coordinates (Å):
C: 1.52 -1.79 0.30  0.008
C: -0.21 1.71 -1.26  0.070
C: 0.09 -1.59 0.67  0.044
C: -0.15 0.79 -0.04  0.228
N: -0.52 -0.59 -0.29  0.052
P: -1.18 1.32 1.48  1.228
H: 1.97 -2.59 0.87  0.001
H: 1.51 -2.09 -0.75  0.003
H: 2.22 -1.03 0.50  0.001
H: 0.76 2.25 -1.54  0.007
H: -0.94 2.52 -0.97  0.022
H: -0.66 1.18 -2.09  0.009
H: -0.22 -1.25 1.78  0.035
H: -0.57 -2.49 0.55  0.005
H: 1.05 0.65 0.40  0.000
H: -1.50 -0.75 -0.50  0.026
H: -0.15 -0.68 -1.37  0.005
H: -2.27 1.69 0.76  0.080
H: -0.74 2.73 1.49  0.176

Summary:
* relative energy (zero: lowest compared OMol25 entry of this formula, charge and spin): 29.39 kcal per mole
* charge: +1
* E_HOMO (alpha / beta): -8.576 / -15.818 eV
* <S²>: 2.004
* strongest force on any atom: 5.9 eV/Å
* multiplicity: 3
* LUMO energy (alpha / beta): -3.142 / -7.398 eV
* HOMO-LUMO gap (alpha / beta): 0.200 / 0.309 Ha
* DFT total energy: -15123.6913 eV

Record 7
The following is a quantum chemistry calculation of a structure of composition C25H32NOS, from OMol25.

Each line ends with the natural charge from an NBO analysis.
Cartesian coordinates (Å):
C: 2.45 0.32 -0.40  -0.628
C: 0.94 0.14 -0.30  -0.303
C: 0.28 0.56 -1.57  -0.006
C: 0.13 -0.41 -2.60  0.008
C: 0.74 -1.78 -2.48  -0.639
C: -0.56 -0.08 -3.76  -0.212
C: -1.07 1.20 -3.97  0.019
C: -1.82 1.52 -5.23  -0.634
C: -0.80 2.18 -3.02  -0.216
C: -0.07 1.90 -1.86  -0.009
C: 0.37 3.04 -1.00  -0.636
H: 2.94 -0.02 0.52  0.221
H: 2.87 -0.24 -1.24  0.231
H: 2.69 1.39 -0.53  0.212
H: 0.67 -0.90 -0.18  0.257
H: 0.56 -2.32 -3.42  0.234
H: 1.83 -1.74 -2.33  0.220
H: 0.31 -2.39 -1.68  0.203
H: -0.70 -0.86 -4.51  0.214
H: -2.25 2.52 -5.16  0.220
H: -1.16 1.49 -6.11  0.232
H: -2.63 0.80 -5.41  0.227
H: -1.13 3.21 -3.18  0.211
H: -0.01 3.97 -1.43  0.232
H: -0.01 2.97 0.02  0.190
H: 1.47 3.12 -0.94  0.225
C: -0.58 -4.00 1.62  -0.249
O: -0.53 -2.66 2.16  -0.525
C: 0.03 -1.52 1.63  0.331
C: 1.51 -1.66 1.74  -0.105
C: 2.15 -2.55 0.84  -0.242
C: 3.53 -2.74 0.92  -0.134
C: 4.27 -2.09 1.92  -0.216
C: 3.61 -1.36 2.90  -0.197
C: 2.23 -1.17 2.84  -0.215
C: -1.04 -0.56 1.70  -0.045
N: -0.98 0.79 1.95  -0.302
C: 0.30 1.37 1.84  -0.206
C: -2.21 1.44 1.92  0.117
C: -2.29 2.93 1.93  -0.658
C: -3.24 0.57 1.80  -0.137
C: -4.70 0.87 1.83  -0.655
S: -2.70 -1.06 1.64  0.479
H: -0.89 -4.60 2.49  0.221
H: -1.34 -4.03 0.84  0.191
H: 0.39 -4.34 1.25  0.191
H: 1.58 -3.07 0.07  0.225
H: 4.02 -3.39 0.20  0.223
H: 5.35 -2.23 1.96  0.236
H: 4.15 -0.93 3.75  0.235
H: 1.68 -0.66 3.63  0.219
H: 0.28 2.45 1.88  0.242
H: 1.00 0.95 2.57  0.245
H: 0.63 0.87 0.65  0.202
H: -3.33 3.23 2.11  0.252
H: -1.66 3.39 2.70  0.235
H: -2.01 3.36 0.95  0.239
H: -4.91 1.88 1.48  0.239
H: -5.25 0.16 1.20  0.244
H: -5.11 0.78 2.85  0.249

Summary:
* charge: +1
* E_HOMO: -10.440 eV
* strongest force on any atom: 3.6 eV/Å
* LUMO energy: -4.794 eV
* HOMO-LUMO gap: 0.207 Ha
* DFT total energy: -40806.5313 eV

Record 8
The following is a quantum chemistry calculation of the molecule C4H8N2O3, from OMol25.

Each line ends with the natural charge from an NBO analysis.
Cartesian coordinates (Å):
C: -1.61 0.69 0.97  -0.597
C: -0.61 0.55 -0.17  -0.403
C: 0.79 1.15 0.18  0.686
N: 1.50 0.52 1.17  -0.835
O: 1.18 2.20 -0.30  -0.608
C: -0.35 -0.88 -0.54  0.636
O: -0.45 -1.84 0.22  -0.649
N: 0.36 -0.99 -1.74  -0.334
O: 0.88 -2.27 -2.02  -0.542
H: -1.83 1.75 1.15  0.224
H: -2.55 0.19 0.73  0.226
H: -1.24 0.26 1.90  0.223
H: -0.97 1.09 -1.05  0.245
H: 2.34 0.97 1.51  0.412
H: 1.23 -0.39 1.52  0.412
H: 0.66 -0.22 -2.33  0.413
H: 0.66 -2.77 -1.20  0.493

Summary:
* relative energy (zero: lowest compared OMol25 entry of this formula, charge and spin): 44.76 kcal per mole
* E_HOMO: -9.604 eV
* strongest force on any atom: 2.2 eV/Å
* SMILES string: C[C@@H](C(N)=O)C(=O)NO
* LUMO energy: 0.700 eV
* HOMO-LUMO gap: 0.379 Ha
* DFT total energy: -13399.7471 eV